Density functional theory data (ωB97M-V/def2-TZVPD) for C32H49BN7O8Pb as an isolated structure.

Values from the calculation:
LUMO level (eV): -1.93
E_tot (a.u.): -2451.72913
Relative energy (zero: lowest compared OMol25 entry of this formula, charge and spin) (kcal/mol): 0.0
Highest occupied orbital energy (eV): -11.19
Orbital gap (hartree): 0.3405
Net charge: +1

XYZ file:
```
98
Properties=species:S:1:pos:R:3:lowdin_charge:R:1
Pb 0.719 -0.393 -0.519 1.25
O -4.046 1.938 -0.387 0.16
O -0.701 7.677 -0.830 0.18
O -1.389 4.987 1.208 0.21
O -0.358 6.805 1.988 0.18
O -0.914 3.317 -0.487 0.23
O -3.145 3.972 -0.130 0.26
O -1.555 5.616 -1.026 0.24
O -1.317 1.159 -0.939 -0.05
N -0.904 -2.485 -1.105 0.12
N -1.285 -0.539 1.496 0.14
N 1.375 -2.166 1.549 0.12
N 0.981 1.358 1.511 0.10
N 1.973 1.624 -1.719 0.10
N 0.178 -0.494 -3.164 0.12
N 2.502 -2.208 -1.554 0.09
C -1.600 -3.252 -1.582 -0.17
C 2.986 -5.231 0.105 -0.25
C -1.350 1.647 4.639 -0.10
C -3.125 2.689 -0.393 -0.40
C 3.828 -4.300 -0.768 -0.16
C -1.023 2.973 3.963 -0.22
C 1.025 -2.636 4.972 -0.23
C -1.027 6.643 -0.360 -0.40
C -2.498 -4.225 -2.196 -0.16
C 1.629 -5.634 -0.460 -0.10
C -0.008 -0.329 -4.282 -0.18
C -0.884 6.214 1.112 -0.40
C 2.290 -0.185 -6.110 -0.10
C 3.554 3.677 -1.956 -0.16
C -0.205 -0.125 -5.725 -0.17
C -1.667 2.271 -0.649 -0.40
C 0.419 3.010 3.448 -0.15
C -4.531 1.179 2.799 -0.09
C 3.105 -3.113 -1.210 -0.20
C 2.671 2.523 -1.806 -0.17
C 0.609 -1.170 4.862 -0.11
C -1.881 -4.914 -3.410 -0.25
C 0.731 2.075 2.368 -0.17
C -4.371 -0.291 3.146 -0.25
C 2.070 -3.017 3.900 -0.16
C -2.368 -0.801 1.732 -0.17
C -1.610 -3.947 -4.556 -0.10
C 3.748 4.497 -0.674 -0.24
C -3.753 -1.134 2.032 -0.16
C 2.437 4.948 -0.048 -0.08
C 0.982 0.568 -6.382 -0.24
C 1.682 -2.541 2.575 -0.20
B -1.765 4.492 -0.116 -0.88
H 0.835 0.601 -7.461 0.11
H 3.028 4.284 -2.706 0.13
H -0.702 1.451 5.492 0.08
H -4.298 -0.964 1.097 0.13
H 3.056 0.098 -6.827 0.07
H 0.046 -0.957 3.955 0.04
H 3.568 -6.125 0.323 0.11
H -1.098 -4.437 -5.382 0.08
H 1.005 -6.079 0.314 0.08
H 2.632 5.451 0.895 0.09
H -3.850 -2.192 2.271 0.12
H 1.456 -2.887 5.939 0.11
H -2.716 -4.970 -1.426 0.13
H 1.785 4.088 0.143 0.06
H 1.013 1.592 -6.013 0.11
H 1.081 2.667 4.255 0.13
H -2.543 -3.539 -4.951 0.08
H 4.707 -3.977 -0.210 0.13
H -0.989 -3.122 -4.197 0.05
H -3.526 1.579 2.614 0.06
H 4.371 5.349 -0.951 0.11
H 1.481 -0.516 4.924 0.09
H -5.319 -0.752 3.426 0.11
H -2.399 1.676 4.939 0.07
H 2.659 0.042 -5.106 0.07
H -3.737 -0.350 4.035 0.10
H 1.087 -4.819 -0.941 0.05
H -0.040 -0.943 5.711 0.08
H 4.338 3.894 0.021 0.11
H 0.701 4.010 3.133 0.12
H -3.429 -3.730 -2.470 0.13
H 2.136 -1.264 -6.143 0.08
H -4.890 1.729 3.668 0.08
H -1.110 3.774 4.696 0.12
H 0.131 -3.249 4.844 0.11
H -2.557 -5.707 -3.731 0.11
H -1.699 3.208 3.145 0.10
H 1.768 -6.426 -1.204 0.08
H 4.157 -4.809 -1.680 0.13
H 4.501 3.382 -2.406 0.12
H -1.236 0.798 3.958 0.04
H -5.118 1.380 1.908 0.07
H 2.828 -4.716 1.057 0.08
H -1.156 0.400 -5.831 0.13
H -0.357 -1.157 -6.070 0.12
H -0.946 -5.420 -3.161 0.11
H 1.889 5.568 -0.758 0.09
H 2.216 -4.096 3.849 0.12
H 3.023 -2.548 4.151 0.13
```